Entry 1:
Computed, not measured: a structure of composition C37H32AuN2OP2S2, with ωB97M-V/def2-TZVPD.

XYZ file:
```
77
Properties=species:S:1:pos:R:3:forces:R:3:mulliken_charge:R:1
Au -0.0873 -0.8009 0.2161 -0.200 2.858 -0.219 1.05
S -1.0524 -2.7758 0.8099 -0.252 -0.576 -0.238 -0.30
S 0.1318 2.2184 0.1505 0.233 -0.792 -1.040 1.20
P -2.2555 0.1629 -0.1671 -0.433 -0.231 -0.074 0.58
P 2.1748 -0.0930 0.4089 0.690 -1.075 0.332 0.21
O 0.5759 3.1331 -0.9034 -0.167 -0.497 0.424 -0.65
N -0.5602 -5.0383 -0.4228 -0.180 0.064 0.071 -0.37
N 1.3200 -3.8051 0.0342 -0.430 -0.067 -0.032 -0.19
C -3.8016 -1.2917 1.5522 -0.007 0.043 0.010 -0.28
C -2.5855 1.9348 -3.7935 0.014 -0.028 0.038 -0.78
C 2.2503 3.4761 3.3097 -0.017 0.028 0.006 -0.95
C -1.6500 -0.4797 -2.7605 -0.011 -0.001 -0.045 -0.31
C -3.9592 3.3796 1.6047 -0.023 -0.107 -0.039 -0.84
C -2.1067 0.9430 -4.6400 0.001 -0.004 -0.021 -0.66
C -5.8127 -2.4204 0.8889 -0.022 -0.008 0.023 -0.58
C -2.1447 0.5146 -1.9040 0.077 -0.103 -0.129 0.94
C -5.6085 -2.0496 -0.4333 0.033 0.002 -0.014 -0.79
C 1.2602 3.3856 2.3414 0.171 -0.212 0.099 -0.78
C -4.9100 -2.0466 1.8827 -0.001 -0.029 -0.020 -0.92
C 3.1869 1.3741 2.5792 0.121 -0.008 0.096 -0.62
C -2.6068 1.7289 -2.4228 0.048 0.050 0.005 -0.27
C -3.6054 -0.8988 0.2199 -0.208 -0.100 0.064 0.59
C 3.9779 -2.2131 0.4205 0.209 0.016 0.111 -0.40
C -1.6370 -0.2624 -4.1267 0.013 0.005 0.027 -0.71
C -3.7269 2.0679 1.2042 -0.182 0.093 -0.010 -0.81
C -1.4730 2.6747 0.6779 0.038 0.412 0.245 0.56
C 5.0234 1.1939 -2.1607 -0.081 -0.004 -0.045 -0.82
C -2.4769 1.7104 0.7043 0.133 -0.025 0.315 0.41
C 0.0099 -3.9544 0.0656 0.507 -0.326 0.100 0.65
C 4.2144 -3.7773 2.2375 -0.014 -0.008 0.025 -0.49
C -4.4998 -1.2911 -0.7794 -0.022 -0.039 0.028 -0.66
C 4.3079 1.2921 -3.3524 0.046 0.005 0.028 -0.60
C 3.2553 -3.0810 2.9684 -0.017 0.007 -0.034 -0.88
C 2.3126 0.5589 -2.2406 0.049 -0.011 -0.054 0.03
C 3.0289 -1.5045 1.1573 0.479 0.313 0.018 -0.67
C 4.3874 0.7730 -1.0065 0.044 0.104 0.035 -0.18
C 1.2428 2.2655 1.5173 -0.165 0.422 0.244 1.30
C -1.7191 4.0093 0.9772 -0.249 -0.073 -0.043 -0.92
C 2.2012 1.2552 1.6106 -0.177 0.069 0.080 0.12
C 2.9567 0.9826 -3.3936 -0.034 -0.018 0.023 -0.72
C -2.9739 4.3490 1.4683 0.074 0.042 -0.048 -0.96
C 4.5715 -3.3479 0.9675 -0.048 0.059 -0.060 -0.84
C 3.0281 0.4478 -1.0490 -0.044 -0.013 -0.308 0.99
C 3.2109 2.4808 3.4224 -0.020 -0.018 -0.054 -0.77
C 2.6577 -1.9509 2.4306 0.037 0.001 0.063 0.33
H -1.2909 -1.4239 -2.3633 -0.050 -0.015 0.003 0.48
H 4.6892 -4.6509 2.6650 -0.011 0.012 0.003 0.47
H -5.0768 -2.3455 2.9087 0.001 0.004 -0.004 0.48
H 1.9305 -4.5065 -0.3606 -0.017 -0.004 -0.041 0.33
H 6.0739 1.4497 -2.1378 -0.002 -0.016 0.010 0.45
H -4.5341 1.3487 1.2233 0.001 -0.006 0.030 0.49
H 2.9813 -3.4164 3.9600 -0.004 0.010 -0.009 0.48
H -6.6848 -3.0051 1.1517 0.011 0.005 0.001 0.45
H -1.2683 -1.0297 -4.7942 0.000 0.008 0.007 0.49
H -0.9600 4.7654 0.8267 0.014 -0.027 0.019 0.69
H 4.9490 0.7043 -0.0812 -0.025 -0.016 -0.006 0.46
H -2.9493 2.8679 -4.2022 -0.008 -0.011 0.013 0.50
H 1.2527 0.3210 -2.2677 0.021 0.007 -0.027 0.21
H -4.3445 -0.9949 -1.8086 -0.017 0.026 0.002 0.44
H -0.0246 -5.8304 -0.7497 0.001 -0.025 0.036 0.23
H -3.1762 5.3751 1.7469 -0.017 -0.015 0.001 0.48
H 2.2668 4.3291 3.9749 0.034 -0.003 -0.010 0.46
H -1.5650 -5.1250 -0.4079 0.000 -0.037 -0.068 0.24
H -2.1033 1.1076 -5.7098 0.010 0.002 0.016 0.46
H 4.2677 -1.8774 -0.5673 0.005 -0.008 0.010 0.45
H 1.9109 -1.4170 3.0089 0.010 0.023 -0.001 0.53
H -4.9358 3.6539 1.9815 0.008 -0.011 0.003 0.47
H -2.9951 2.5023 -1.7723 -0.002 -0.015 -0.001 0.45
H 1.7536 -3.0413 0.5394 0.060 -0.120 -0.012 -0.13
H 0.5239 4.1700 2.2518 0.015 -0.026 0.004 0.30
H 2.4069 1.0722 -4.3209 0.006 -0.001 0.009 0.47
H 3.9434 0.6057 2.6803 -0.004 0.008 0.004 0.50
H -3.0983 -0.9992 2.3265 -0.029 0.035 -0.004 0.52
H -6.3191 -2.3412 -1.1947 0.009 -0.002 0.000 0.48
H 4.8120 1.6148 -4.2540 -0.005 0.015 0.019 0.43
H 5.3261 -3.8823 0.4048 -0.014 0.004 -0.001 0.50
H 3.9908 2.5691 4.1670 -0.014 -0.026 0.013 0.48
```
Forces are in eV/Å.

Highest occupied orbital energy, Eh: -0.6037
Net charge: +3
Multiplicity: 1
HOMO-LUMO gap, hartree: 0.194

---

Entry 2:
Computed, not measured: a cluster of 3 separate species, C45H42Cl2F8O9PS in total, with ωB97M-V/def2-TZVPD.

XYZ file:
```
108
Properties=species:S:1:pos:R:3:forces:R:3:mulliken_charge:R:1
Cl -4.0269 -0.7288 3.7029 0.012 0.049 0.060 -0.11
Cl 2.3336 4.3188 4.0545 -0.041 -0.014 0.109 -0.22
S 2.6004 3.4953 2.2155 0.568 -0.067 -0.679 1.13
P -1.5752 -0.0526 2.3556 -0.137 0.008 -0.179 0.39
F 3.6808 0.7227 -5.2930 0.101 0.098 0.327 -0.25
F 1.4651 -0.7382 -1.1432 -0.162 0.175 -0.187 -0.36
F 4.1826 -0.1656 -1.9356 -0.229 0.044 -0.259 -0.27
F 2.9673 -1.0978 -3.5134 0.107 0.278 0.140 -0.27
F 2.6346 1.8143 -1.6260 0.010 -0.044 -0.237 -0.29
F 4.5889 2.0113 -3.7474 -0.089 -0.271 -0.039 -0.24
F 1.7561 1.6877 -3.6347 0.080 -0.064 0.076 -0.32
F 0.3547 -0.4538 -3.0334 0.148 0.016 0.355 -0.31
O 2.2980 -10.6747 0.5652 0.002 -0.016 -0.002 -0.65
O -1.1569 -3.6001 -1.5162 -0.315 0.967 0.404 -0.46
O 0.8375 -5.8353 2.3462 -0.065 0.118 0.000 -0.73
O -0.7852 0.3432 -0.4365 0.046 0.015 0.060 -0.30
O -1.3865 8.5193 -5.5966 0.006 0.020 0.001 -0.65
O 3.7258 4.1547 1.6318 -0.441 -0.214 0.277 -0.56
O -1.9226 4.6127 -1.9582 0.036 -0.037 0.043 -0.68
O 2.5783 2.0682 2.3475 -0.062 0.207 0.239 -0.50
O -2.0675 -2.3362 0.1196 0.208 1.043 -0.159 -0.33
C 2.2031 0.9571 -2.5909 0.005 0.088 0.171 0.43
C 0.5449 -9.2808 1.2996 0.039 0.075 0.029 0.32
C 0.4366 4.6858 -3.4486 0.089 -0.124 0.028 -0.31
C -0.3581 2.4335 2.8804 -0.535 -0.477 -0.311 -1.18
C 1.1463 4.0125 1.3482 -0.637 0.034 -0.021 -0.65
C -2.7085 0.5075 1.0702 0.080 0.412 -0.244 -1.34
C -0.1003 0.9534 2.4925 0.437 0.475 0.392 -0.54
C 4.8972 -6.5574 1.6604 0.000 -0.024 -0.011 -0.53
C -2.6861 7.5918 -3.8611 0.058 -0.081 0.036 0.25
C -2.8396 6.5611 -2.9286 0.054 0.018 -0.048 0.16
C 0.1679 -8.0271 1.7860 0.078 -0.019 -0.014 0.28
C -2.1259 0.7903 -0.3228 -0.283 -0.208 -0.285 -0.79
C -1.7940 5.5188 -2.7663 -0.015 -0.084 0.072 0.46
C 2.9832 -8.5236 1.2418 -0.071 0.044 0.027 0.26
C 4.3241 -8.8016 1.0137 0.103 0.016 -0.014 -0.59
C 1.5706 4.7356 -4.2338 0.176 -0.015 -0.061 -0.45
C -1.8201 -2.6570 -1.1753 0.647 -1.464 -0.537 0.13
C 1.7068 5.7201 -5.2051 -0.161 0.072 0.053 -0.75
C 5.2786 -7.8220 1.2259 -0.012 0.036 0.009 -0.49
C 0.9890 0.1903 -2.0221 -0.049 -0.170 0.100 1.10
C -1.1635 -7.7786 2.0951 -0.095 -0.031 -0.006 -0.55
C -1.7069 -0.3808 5.1389 0.219 0.356 0.347 -0.32
C -1.7388 -10.0107 1.4121 -0.006 0.028 0.011 -0.49
C -0.2506 3.4455 1.7417 0.424 0.278 0.071 0.34
C 3.4137 0.0812 -3.0220 -0.048 -0.107 -0.075 0.71
C -4.7837 8.5283 -3.1640 0.001 -0.027 0.017 -0.52
C -2.4747 0.1664 3.9355 -0.336 -0.743 -0.224 -0.21
C -0.4134 -10.2666 1.1067 -0.094 -0.044 0.003 -0.62
C -2.1130 -8.7686 1.9129 0.011 -0.016 -0.013 -0.54
C 1.1723 -6.9435 1.9728 -0.006 0.041 0.001 0.65
C -0.9131 -2.4708 0.9558 0.050 -0.992 0.314 -0.71
C -1.4923 7.6559 -4.7559 -0.004 0.042 -0.053 0.50
C -3.6595 8.5746 -3.9711 -0.096 0.051 0.013 -0.57
C 0.7051 6.6648 -5.3705 0.083 -0.068 -0.039 -0.67
C 2.6003 -7.2579 1.6912 -0.056 -0.067 -0.006 0.24
C -0.5767 5.6165 -3.6151 -0.050 0.091 -0.017 0.23
C 0.0133 1.1248 -1.3075 0.035 -0.321 0.089 -0.63
C -3.9762 6.5140 -2.1305 -0.078 0.046 0.024 -0.52
C -1.0438 0.7216 5.9919 0.046 -0.470 0.088 -1.33
C 4.3103 0.7303 -4.0944 -0.038 -0.089 -0.237 0.09
C -0.4347 6.6201 -4.5759 -0.036 -0.023 0.056 0.36
C 1.9715 -9.5909 0.9945 0.023 -0.055 -0.030 0.48
C -4.9456 7.4946 -2.2486 0.004 0.016 -0.011 -0.54
C 3.5622 -6.2760 1.8926 0.096 0.028 0.004 -0.56
C -1.1657 -1.8190 2.3007 0.121 0.229 -0.302 -1.08
H 2.5886 5.7503 -5.8298 0.022 0.013 0.005 0.43
H -4.0924 5.7081 -1.4200 0.058 -0.035 0.000 0.44
H 0.5187 0.8878 1.6054 -0.043 -0.221 -0.160 0.26
H -2.4834 -10.7809 1.2641 -0.013 -0.010 0.001 0.40
H -0.7002 3.0419 0.8345 -0.046 -0.073 -0.013 -0.70
H 0.2702 2.6846 3.7227 0.180 0.111 0.080 0.53
H -0.1105 -11.2297 0.7212 0.075 0.000 -0.001 0.49
H 0.5830 1.8574 -0.7376 -0.015 0.083 0.063 -0.20
H -5.5382 9.2983 -3.2487 -0.016 0.006 -0.005 0.41
H 5.6451 -5.7926 1.8209 0.014 0.006 0.004 0.41
H -1.3785 2.5140 3.2545 -0.059 0.154 0.096 0.46
H -2.7710 1.1990 4.0727 0.052 0.146 0.004 0.72
H 3.2564 -5.2978 2.2347 -0.067 -0.003 0.018 0.47
H -2.2820 -1.9821 -1.8972 -0.403 0.143 0.124 0.38
H -3.1562 1.4259 1.4566 -0.026 0.038 0.139 0.66
H -5.8290 7.4577 -1.6257 -0.015 0.005 0.006 0.41
H -2.2118 1.8463 -0.5779 0.114 0.157 0.171 0.44
H -1.2656 0.5469 7.0408 -0.048 0.082 0.080 0.35
H -1.4453 -6.8090 2.4800 0.056 0.041 0.000 0.46
H 4.6093 -9.7867 0.6727 -0.065 -0.036 -0.017 0.49
H -1.9533 -2.3549 2.8254 -0.128 0.042 0.093 0.50
H -0.8668 4.3001 2.0110 0.005 0.088 0.016 0.67
H -3.5276 9.3707 -4.6899 0.057 -0.019 -0.042 0.49
H 0.4828 0.4981 3.2945 0.055 -0.191 0.011 0.89
H -2.3997 -0.9520 5.7487 -0.145 0.033 0.004 0.65
H -0.0138 -2.1056 0.4693 -0.082 0.314 -0.206 -0.05
H 1.3876 3.7577 0.3185 0.214 -0.096 -0.114 -0.16
H -0.7438 -3.5300 1.1518 0.084 -0.056 0.017 0.79
H -0.2421 -1.9123 2.8719 0.029 -0.113 0.129 0.69
H 6.3231 -8.0421 1.0521 0.016 0.001 -0.006 0.40
H -2.7424 0.2541 -1.0458 0.012 -0.022 -0.121 0.48
H 2.3487 4.0004 -4.0869 0.063 0.025 -0.059 0.51
H 0.0390 0.6749 5.9079 0.087 0.238 -0.123 0.35
H -3.5134 -0.2136 0.9877 -0.008 -0.206 0.178 0.62
H -0.9428 -1.0930 4.8332 -0.037 -0.112 -0.103 0.16
H 0.7958 7.4406 -6.1176 -0.059 0.050 0.011 0.50
H -3.1481 -8.5752 2.1601 -0.017 -0.002 -0.004 0.40
H -0.5927 1.6381 -2.0521 0.011 0.054 -0.138 0.64
H -1.3949 1.7177 5.7402 0.015 0.126 -0.033 0.31
H 5.2288 0.1461 -4.1728 0.092 0.110 0.018 0.33
H 0.3306 3.9143 -2.7006 -0.084 -0.020 0.068 0.44
H 1.1426 5.0978 1.3938 0.111 0.085 0.063 0.56
```
Forces are in eV/Å.

Highest occupied orbital energy, Eh: -0.4133
Net charge: +1
Multiplicity: 1
HOMO-LUMO gap, hartree: 0.306

---

| no. | LUMO level (Eh) | energy (eV) | M (Da) |
| --- | --- | --- | --- |
| 1 | -0.409 | -87831.754 | 843.72 |
| 2 | -0.107 | -132677.796 | 1012.75 |